# C6H7NO

One molecule with the formula C6H7NO at a distorted geometry (the ωB97M-V functional and the def2-TZVPD basis, the OMol25 dataset).

Positions of all 15 atoms, in Å:
C: -0.74570 -1.50895 0.00658
C: 0.30702 -0.48516 0.51197
C: -1.73324 -0.84647 -0.61112
C: 1.63562 -1.02275 0.04030
C: -0.40458 0.73410 -0.00514
C: 0.18706 2.09865 0.07548
N: -1.53262 0.53630 -0.63337
O: 2.16397 -0.56803 -0.91539
H: -0.56446 -2.51541 -0.07965
H: 0.46266 -0.31836 1.58765
H: -2.51792 -1.37280 -1.12254
H: 1.84752 -1.94664 0.69369
H: -0.69277 2.83351 -0.23141
H: 1.17552 2.13605 -0.41308
H: 0.41190 2.24595 1.09605

Values from the calculation:
E_tot = -362.6319 Ha
Expectation value of S² = 2.008
E_LUMO (spin up / spin down) = 0.9283 / -2.3733 eV
ΔE to the lowest compared entry with this formula, charge and spin = 0.0 kJ/mol
Spin multiplicity = 3
Net charge = 0
E_HOMO (spin up / spin down) = -5.9 / -10.1 eV
Orbital gap (spin up / spin down) = 6.7901 / 7.6859 eV